[1]
ORCA calculation (ωB97M-V/def2-TZVPD) on an isolated molecule of C2H9N4OP at a distorted geometry.

Values from the calculation:
* SMILES string: NP(N)(=O)NN1CC1
* highest occupied orbital energy: -8.5 eV

Each line ends with the natural charge from an NBO analysis.
Atoms and positions in Å:
N -1.481 -1.465 -0.508  -1.205
P -1.086 0.103 -0.265  2.278
N -2.277 0.747 0.669  -1.176
O -0.943 0.941 -1.449  -1.098
N 0.200 -0.021 0.867  -0.808
N 1.483 -0.493 0.555  -0.259
C 1.630 -1.084 -0.736  -0.269
C 2.179 0.232 -0.454  -0.275
H -2.333 -1.733 -0.061  0.413
H -0.984 -2.128 -0.937  0.400
H -2.082 1.676 0.379  0.395
H -2.197 0.828 1.694  0.402
H 0.320 0.811 1.393  0.374
H 0.732 -1.042 -1.256  0.188
H 2.326 -1.939 -0.838  0.220
H 3.298 0.358 -0.274  0.201
H 1.672 1.218 -0.608  0.221

---

[2]
ORCA calculation (ωB97M-V/def2-TZVPD) on C2H9N5 as an isolated structure at a distorted geometry.

Values from the calculation:
* highest occupied orbital energy: -6.9 eV

Each line ends with the natural charge from an NBO analysis.
Atoms and positions in Å:
N -0.841 -0.184 -1.073  -0.427
N -2.032 -0.349 -0.488  -0.263
C 0.409 -0.323 -0.419  0.219
N -2.075 0.453 1.105  -0.837
N 0.435 -0.963 0.827  -0.849
N 2.668 0.519 -0.208  -0.822
C 1.485 0.312 -0.920  -0.095
H -0.859 0.541 -1.783  0.372
H -1.991 -1.170 0.127  0.332
H -3.000 0.240 1.477  0.336
H -2.124 1.435 0.829  0.337
H -0.341 -1.553 1.100  0.373
H 0.504 -0.284 1.593  0.387
H 3.478 0.695 -0.782  0.371
H 2.859 -0.191 0.488  0.381
H 1.422 0.821 -1.872  0.185

---

[3]
ORCA calculation (ωB97M-V/def2-TZVPD) on an isolated ion of composition C2H9N6 and charge +1 at a distorted geometry.

Values from the calculation:
* charge: +1
* SMILES string: NNN/C(N)=C\N=[NH2+]
* highest occupied orbital energy: -13.3 eV

Each line ends with the natural charge from an NBO analysis.
Atoms and positions in Å:
N -1.343 1.944 1.036  -0.618
N -0.978 1.609 -0.211  -0.246
N -1.278 0.166 -0.631  -0.429
C -0.392 -0.794 -0.807  0.485
N -0.704 -1.853 -1.555  -0.725
C 0.910 -0.774 -0.198  -0.161
N 1.223 0.115 0.681  -0.125
N 2.373 0.125 1.265  -0.517
H -0.893 1.475 1.819  0.354
H -2.344 2.038 1.149  0.375
H 0.034 1.695 -0.309  0.375
H -2.171 0.104 -1.103  0.405
H -0.054 -2.609 -1.683  0.426
H -1.608 -1.946 -1.987  0.421
H 1.597 -1.573 -0.485  0.188
H 2.527 0.825 1.974  0.411
H 3.102 -0.549 1.045  0.381

---

[4]
ORCA calculation (ωB97M-V/def2-TZVPD) on a 2-piece molecular cluster, C2H9NO overall at a distorted geometry.

Values from the calculation:
* SMILES string: COC.N
* highest occupied orbital energy: -9.5 eV

Each line ends with the natural charge from an NBO analysis.
Atoms and positions in Å:
C 0.643 0.105 -1.234  -0.251
O -0.483 0.841 -0.813  -0.556
C -1.588 0.105 -0.352  -0.252
H 0.553 -0.153 -2.294  0.167
H 0.769 -0.810 -0.652  0.165
H 1.497 0.778 -1.212  0.194
H -2.470 0.333 -0.960  0.180
H -1.772 0.322 0.708  0.185
H -1.439 -0.975 -0.480  0.167
N 1.174 -0.669 2.087  -1.119
H 1.509 -1.609 2.075  0.376
H 1.611 -0.025 2.719  0.371
H 0.835 -0.221 1.259  0.372

---

[5]
ORCA calculation (ωB97M-V/def2-TZVPD) on a 2-piece molecular cluster, C2H9NO overall at a distorted geometry.

Values from the calculation:
* SMILES string: CCN.O
* highest occupied orbital energy: -9.3 eV

Each line ends with the natural charge from an NBO analysis.
Atoms and positions in Å:
C -0.883 1.832 0.010  -0.617
C 0.314 1.002 -0.402  -0.227
N -0.283 -0.091 -1.188  -0.822
H -0.610 2.626 0.726  0.206
H -1.663 1.200 0.465  0.223
H -1.297 2.304 -0.897  0.195
H 1.169 1.436 -0.955  0.172
H 0.721 0.461 0.474  0.184
H 0.506 -0.678 -1.480  0.350
H -0.643 0.347 -2.042  0.335
O 1.084 -3.230 1.516  -0.940
H 0.608 -3.005 2.347  0.471
H 0.978 -4.204 1.425  0.470

---

[6]
ORCA calculation (ωB97M-V/def2-TZVPD) on a 2-piece molecular cluster, C2H9NO overall at a distorted geometry.

Values from the calculation:
* SMILES string: CCN.O
* highest occupied orbital energy: -9.8 eV

Each line ends with the natural charge from an NBO analysis.
Atoms and positions in Å:
C 1.454 -0.006 1.489  -0.612
C 0.012 0.264 1.461  -0.218
N -0.513 0.444 0.133  -0.818
H 1.994 0.884 1.124  0.212
H 1.665 -0.849 0.809  0.198
H 1.833 -0.260 2.493  0.212
H -0.583 -0.548 1.921  0.155
H -0.166 1.186 2.047  0.178
H -1.426 0.868 0.332  0.352
H -0.703 -0.526 -0.140  0.340
O -1.010 -0.619 -4.223  -0.942
H -1.916 -0.245 -4.133  0.469
H -0.641 -0.595 -3.311  0.473

---

Number 1: frontier orbital gap 9.402 eV. Number 2: frontier orbital gap 7.937 eV. Number 3: frontier orbital gap 9.201 eV. Number 4: frontier orbital gap 10.549 eV. Number 5: frontier orbital gap 10.260 eV. Number 6: frontier orbital gap 10.566 eV.